{"formula": "C39H51BCaN6OS2Si3", "method": "ωB97M-V with the def2-TZVPD basis set", "fmax_ev_per_a": 4.56, "e_homo_ev": [1.216, 1.217], "gap_ev": [2.3, 2.3], "lumo_ev": [3.5013, 3.5012], "de_lowest_kcal_mol": 40.4, "e_tot_ev": -116675.9450, "charge": -2, "elements": ["Ca", "C", "Si", "C", "C", "C", "C", "C", "C", "C", "Si", "C", "C", "H", "H", "H", "H", "H", "H", "H", "H", "H", "H", "H", "H", "H", "H", "H", "H", "B", "N", "C", "C", "C", "N", "N", "C", "C", "C", "N", "H", "H", "H", "H", "H", "H", "H", "H", "C", "Si", "C", "C", "C", "C", "C", "C", "C", "H", "H", "H", "H", "H", "H", "H", "H", "H", "H", "H", "O", "S", "C", "C", "C", "C", "C", "C", "C", "C", "C", "C", "C", "C", "H", "H", "H", "H", "H", "H", "H", "H", "H", "H", "S", "C", "N", "C", "C", "N", "H", "H", "H", "H", "H", "H"], "coordinates": [[-0.859930, -0.379741, 0.513550], [-3.695781, 0.788339, -3.048668], [-1.972921, 0.056012, -2.818853], [-1.985842, -1.779187, -3.398976], [-0.871297, 0.895634, -4.150398], [-1.339127, 0.957625, -5.483881], [-0.622095, 1.467633, -6.563352], [0.634207, 2.033863, -6.307139], [1.114407, 1.998842, -4.992248], [0.382821, 1.462585, -3.899119], [1.331452, 1.562580, -2.194032], [3.084653, 0.874295, -2.570962], [1.587331, 3.365331, -1.664758], [-4.339961, 0.196437, -3.709449], [-3.624404, 1.798338, -3.432497], [-4.216746, 0.819110, -2.085965], [-2.571908, -1.967197, -4.301606], [-2.356378, -2.401939, -2.574282], [-0.931329, -2.078674, -3.543990], [-2.327164, 0.519480, -5.684109], [-1.057515, 1.403565, -7.558826], [1.246172, 2.510616, -7.076030], [2.105400, 2.449676, -4.812034], [3.746276, 1.574041, -3.069385], [2.937306, -0.029422, -3.178771], [3.490662, 0.495598, -1.641183], [2.098134, 3.946108, -2.441179], [2.106948, 3.414883, -0.697137], [0.580398, 3.780790, -1.511256], [-1.725051, -2.536161, 2.990313], [-2.896914, -2.224401, 1.977702], [-4.116914, -2.860540, 1.972302], [-4.887334, -2.390318, 0.886605], [-4.041524, -1.480313, 0.202169], [-2.822197, -1.407454, 0.775172], [-1.008861, -1.232269, 3.501503], [-0.694511, -0.911739, 4.791861], [0.030191, 0.313754, 4.808585], [0.159448, 0.677748, 3.467827], [-0.458548, -0.233130, 2.651052], [-2.260129, -3.025863, 3.959444], [-0.960083, -3.348287, 2.543438], [-4.460795, -3.562673, 2.745219], [-5.907860, -2.624937, 0.602655], [-4.248397, -0.868533, -0.687924], [-0.946758, -1.512527, 5.678928], [0.411264, 0.842339, 5.675854], [0.659904, 1.507254, 2.987079], [-0.676427, 3.996764, 1.895674], [-1.988974, 3.069291, 0.893201], [-2.729986, 3.927806, -0.596634], [-3.396089, 2.611491, 2.117005], [-4.430622, 1.759931, 1.677338], [-5.444684, 1.368979, 2.552392], [-5.550957, 1.864423, 3.855773], [-4.530669, 2.713038, 4.273434], [-3.455521, 3.040617, 3.449715], [-0.971863, 4.990716, 2.252270], [0.201342, 4.035196, 1.250013], [-0.360079, 3.342420, 2.715370], [-2.936426, 4.974994, -0.461487], [-3.639299, 3.403589, -0.902800], [-2.015499, 3.809445, -1.429060], [-4.360714, 1.360372, 0.654298], [-6.177962, 0.664596, 2.176352], [-6.385976, 1.647419, 4.507355], [-4.533845, 3.127802, 5.285335], [-2.655751, 3.635725, 3.911949], [0.056234, -2.102956, -0.458457], [1.656379, -2.026932, -0.483893], [2.115502, -3.219908, 0.759087], [1.325974, -4.350023, 0.969915], [1.800750, -5.367043, 1.787530], [3.076801, -5.280543, 2.360260], [3.792211, -4.094603, 2.218547], [3.347083, -3.083017, 1.395786], [2.054087, -2.939957, -1.993992], [1.121065, -3.822493, -2.556724], [1.488090, -4.513069, -3.712076], [2.786825, -4.433357, -4.220364], [3.701147, -3.591161, -3.591910], [3.351661, -2.844360, -2.485655], [0.352940, -4.377210, 0.486168], [1.167318, -6.248443, 1.958517], [3.492606, -6.113194, 2.911555], [4.732030, -3.937061, 2.785106], [3.922943, -2.164555, 1.257802], [0.160075, -3.928351, -2.058400], [0.769812, -5.193819, -4.185812], [3.096649, -5.041637, -5.091665], [4.726326, -3.551255, -3.970553], [4.059438, -2.157364, -1.991728], [2.657867, 0.809279, 1.093422], [3.724949, 1.904049, 1.800212], [5.080410, 1.753086, 1.921650], [5.658747, 2.739760, 2.794613], [4.508005, 3.690587, 3.071473], [3.383488, 3.082640, 2.390410], [5.478496, 0.830533, 1.738522], [6.566770, 3.201678, 2.343451], [5.996371, 2.244439, 3.723423], [4.608510, 4.721802, 2.691496], [4.309304, 3.754878, 4.173489], [2.414440, 3.447796, 2.458046]], "forces_ev_per_a": [[-0.1, 3.0, -3.5], [-0.8, -0.5, -0.3], [1.3, -0.1, 2.2], [0.2, 0.0, 0.1], [-0.4, 0.3, -0.8], [-0.2, -0.5, 0.0], [0.1, 0.2, 0.5], [0.0, -0.2, 0.5], [-0.2, 0.3, -0.2], [1.4, 0.8, -0.3], [-1.0, -2.1, 1.3], [-0.7, -0.3, -0.4], [-0.5, 0.2, -0.2], [-0.2, 0.1, -0.3], [-0.1, 0.4, -0.1], [0.1, 0.2, -0.1], [0.0, -0.2, -0.3], [-0.1, 0.0, -0.2], [-0.4, 0.1, -0.2], [0.3, 0.1, 0.0], [0.1, 0.2, 0.0], [-0.2, -0.2, 0.0], [-0.4, -0.2, 0.0], [0.6, 0.1, -0.2], [0.1, 0.2, -0.3], [0.4, 0.3, 0.4], [0.2, 0.3, 0.1], [0.1, 0.0, -0.3], [0.2, 0.1, 0.0], [-0.5, 0.1, 0.1], [-1.5, 0.0, -2.2], [0.1, 1.3, -0.6], [1.1, 0.3, 0.2], [0.8, -0.5, 0.6], [-2.5, -1.9, 2.4], [1.3, 1.9, 0.5], [0.3, 0.9, -0.7], [-0.5, -1.1, -0.3], [-1.1, -1.6, -0.8], [0.4, -0.6, 4.3], [-0.1, 0.0, 0.1], [0.3, 0.2, -0.3], [0.6, 0.5, -0.3], [0.3, -0.1, 0.2], [0.2, -0.5, 0.5], [-0.1, 0.2, -0.9], [-0.1, -0.2, -0.2], [-0.1, -0.1, 0.2], [0.0, 0.4, -0.1], [0.5, -3.2, 0.4], [0.4, 0.0, -0.4], [0.2, 0.9, -0.5], [0.1, 0.0, 0.6], [-0.2, -0.1, -0.6], [0.6, 0.4, -0.5], [0.2, 0.0, 0.5], [-0.2, -0.1, 0.5], [0.3, 0.2, 0.2], [0.1, 0.4, -0.2], [-0.4, 0.2, 0.2], [-0.3, 0.8, 0.0], [0.0, 0.0, 0.1], [-0.3, 0.1, 0.2], [-0.2, 0.1, 0.5], [-0.2, 0.0, 0.1], [0.0, -0.2, 0.0], [-0.1, -0.1, -0.1], [-0.3, -0.1, -0.5], [3.5, -0.9, 0.0], [-2.9, 0.4, -0.8], [0.3, -1.0, -0.1], [0.1, 0.4, 0.1], [0.0, -0.5, -0.1], [-0.6, 0.5, -0.2], [1.0, -0.3, 0.7], [-0.5, 0.7, -0.3], [0.0, -0.7, 0.3], [0.5, 0.6, 0.1], [-0.2, -0.6, 0.0], [-0.2, 0.0, 0.0], [0.7, -0.4, -0.5], [-0.1, 0.7, 0.5], [0.1, -0.1, 0.2], [0.4, 0.4, -0.1], [-0.1, 0.1, 0.2], [-0.6, -0.3, -0.5], [-0.2, -0.2, 0.0], [0.0, 0.1, -0.4], [0.2, 0.3, 0.2], [-0.3, 0.5, 0.6], [-0.3, 0.1, 0.1], [-0.4, -0.4, -0.4], [1.1, 0.9, 0.4], [-1.4, -1.0, -0.1], [-0.3, -0.5, -0.7], [1.5, -0.5, 0.2], [-1.0, 1.1, 0.8], [-0.6, -0.1, 0.0], [-0.3, 0.8, 0.2], [-0.7, 0.0, 0.2], [-0.1, 0.3, -0.1], [0.5, -0.4, 0.2], [0.2, 0.0, -0.8], [1.2, -0.7, -0.3]]}